This record from the Open Molecules 2025 dataset describes a structure of composition C36H65O6P2Ti in a non-equilibrium geometry. The level of theory is the ωB97M-V functional and the def2-TZVPD basis.

Output
- Strongest force on any atom: 0.047 Eh/bohr
- LUMO level: -9.998 eV
- Net charge: +3
- E_HOMO: -16.83 eV
- Gap between HOMO and LUMO: 6.83 eV

Geometry (Å):
Ti1 -0.685314 0.000470 -0.629134
C1 0.456278 -1.230024 2.981900
C2 -0.761669 -0.524130 2.410425
O1 -0.570564 -0.165422 1.024772
H1 0.210504 -1.594218 3.978189
H2 1.305301 -0.551711 3.085945
H3 0.746963 -2.082599 2.366171
H4 -0.965231 0.392262 2.964731
H5 -1.642142 -1.163115 2.461527
H6 1.440889 0.082444 0.990509
C3 -1.234112 -5.843009 -0.118982
C4 -0.760622 -5.310195 -1.453925
O2 -1.110264 -3.887777 -1.637690
P1 -0.693672 -2.736975 -0.648478
O3 -2.116467 -1.857698 -0.521667
C5 -3.359315 -2.562654 -0.167041
C6 -3.505674 -2.765556 1.325334
O4 -0.206843 -1.540132 -1.807208
C7 0.626239 -1.933931 -2.960673
C8 -0.198356 -1.904321 -4.226847
H7 -1.002946 -6.904044 -0.040892
H8 -2.313724 -5.728077 -0.014490
H9 -0.728856 -5.327051 0.701554
H10 -1.251577 -5.809421 -2.284366
H11 0.316849 -5.424307 -1.569726
H12 -3.365856 -3.506963 -0.705492
H13 -4.163916 -1.948128 -0.562976
H14 -2.634540 -3.279920 1.738464
H15 -4.383100 -3.381322 1.520830
H16 -3.644902 -1.814138 1.840178
H17 1.019010 -2.931145 -2.772384
H18 1.455041 -1.229881 -3.002300
H19 -1.046200 -2.583492 -4.152730
H20 0.428382 -2.224880 -5.058894
H21 -0.562619 -0.897154 -4.435410
C9 4.460198 5.876397 -2.480447
C10 3.897900 4.607971 -1.952197
C11 3.281156 3.684472 -2.816663
C12 2.744977 2.510874 -2.367682
C13 2.341669 1.477785 -3.389777
C14 2.761785 2.229286 -0.949308
C15 3.518833 3.090975 -0.075677
C16 3.792467 2.890790 1.386430
C17 4.030932 4.258090 -0.612989
C18 1.935135 1.200336 -0.456315
O5 2.183272 0.615576 0.684966
O6 0.847106 0.817194 -1.097498
H22 3.827978 6.303841 -3.258673
H23 5.428933 5.673747 -2.949375
H24 4.626953 6.610937 -1.696019
H25 3.280095 3.888395 -3.881265
H26 2.549718 1.846657 -4.391475
H27 1.292408 1.197778 -3.349256
H28 2.944686 0.578009 -3.242465
H29 3.323072 2.036129 1.841944
H30 3.524325 3.790204 1.941677
H31 4.872297 2.767921 1.507304
H32 4.573419 4.926065 0.045940
C19 -1.104478 5.458259 -3.574824
C20 -1.160266 4.024250 -4.132950
C21 -0.950846 2.994241 -3.013037
C22 -1.574032 3.533327 -1.716577
C23 -0.631174 4.632698 -1.196882
C24 -0.166255 5.531093 -2.370320
P2 -1.967593 2.159321 -0.537692
C25 -2.014921 2.784939 1.213760
C26 -0.606815 3.040774 1.785361
C27 -0.666229 3.337889 3.296178
C28 -1.929850 4.132025 3.667828
C29 -2.392487 4.966428 2.476810
C30 -2.930845 4.026366 1.390783
C31 -3.647787 1.424307 -0.869999
C32 -3.626664 0.562075 -2.153727
C33 -3.976014 1.323819 -3.432634
C34 -5.313249 2.044645 -3.282138
C35 -5.245425 3.032132 -2.122816
C36 -4.899928 2.318758 -0.815338
H33 -2.100854 5.808814 -3.295938
H34 -0.747605 6.135152 -4.349657
H35 -0.386100 3.888418 -4.889952
H36 -2.119348 3.856567 -4.627259
H37 0.118058 2.872115 -2.826831
H38 -1.346677 2.015988 -3.306912
H39 -2.552033 3.966359 -1.937053
H40 0.253025 4.175956 -0.744058
H41 -1.123420 5.242281 -0.440362
H42 0.832459 5.225803 -2.693289
H43 -0.087965 6.559311 -2.019433
H44 -2.447229 1.942879 1.769311
H45 -0.164246 3.901216 1.289424
H46 0.049002 2.187067 1.593326
H47 0.218905 3.917830 3.560488
H48 -0.624369 2.415856 3.881653
H49 -1.733791 4.763859 4.532066
H50 -2.738364 3.451762 3.950420
H51 -1.565750 5.575570 2.101994
H52 -3.187857 5.650999 2.768570
H53 -3.062781 4.567160 0.452121
H54 -3.915740 3.686836 1.711315
H55 -3.706595 0.736699 -0.010582
H56 -4.366356 -0.233596 -2.035621
H57 -2.639752 0.069075 -2.274993
H58 -4.021451 0.619836 -4.264710
H59 -3.207616 2.063306 -3.669057
H60 -6.111218 1.318879 -3.101553
H61 -5.552616 2.566297 -4.208301
H62 -6.208646 3.525320 -1.991916
H63 -4.517383 3.815809 -2.349177
H64 -5.734857 1.655131 -0.571113
H65 -4.827795 3.037597 -0.002546

Forces on atoms 1 to 3 (eV/Å):
-1.741 0.628 -1.579
-0.019 0.169 -0.351
0.076 -0.343 0.888

Mulliken atomic charge list, values in e, 99 entries:
1 Ti -0.2151
2 C -1.4368
3 C 0.2214
4 O -0.1785
5 H 0.4997
6 H 0.4370
7 H 0.2860
8 H 0.0678
9 H 0.0194
10 H -0.0109
11 C -1.0558
12 C -0.2042
13 O -0.1822
14 P -0.1083
15 O -0.5748
16 C -0.1459
17 C -1.4728
18 O 0.3972
19 C -0.2171
20 C -1.2645
21 H 0.4229
22 H 0.2701
23 H 0.3153
24 H 0.3491
25 H 0.3198
26 H 0.5317
27 H 0.0934
28 H 0.3438
29 H 0.5470
30 H 0.3381
31 H 0.5851
32 H 0.0650
33 H 0.3213
34 H 0.5319
35 H 0.2584
36 C -1.6731
37 C 0.7397
38 C -0.7228
39 C 0.4687
40 C -1.0265
41 C 0.2631
42 C 0.9090
43 C -2.0844
44 C -0.7285
45 C 0.3618
46 O -0.5572
47 O 0.4185
48 H 0.3809
49 H 0.3594
50 H 0.4442
51 H 0.4586
52 H 0.5044
53 H -0.0441
54 H 0.3836
55 H 0.2596
56 H 0.4634
57 H 0.5141
58 H 0.5331
59 C -0.9506
60 C -1.0683
61 C -0.8440
62 C 1.4673
63 C -0.0150
64 C -0.5258
65 P 0.3880
66 C 1.0016
67 C -0.3147
68 C -0.7903
69 C -0.8323
70 C -0.8844
71 C -1.3969
72 C 0.8393
73 C -0.0215
74 C -0.1938
75 C -1.1914
76 C -0.4006
77 C -0.9770
78 H 0.3072
79 H 0.5674
80 H 0.4214
81 H 0.3328
82 H -0.5546
83 H 0.7984
84 H 0.3325
85 H -0.5208
86 H 0.5159
87 H -0.0754
88 H 0.5654
89 H 1.0581
90 H 0.3456
91 H -0.5894
92 H 0.4605
93 H 0.2546
94 H 0.4658
95 H 0.3788
96 H 0.2789
97 H 0.5402
98 H 0.3437
99 H 0.4163